Here is 2 unconnected molecules or ions with the total composition C10H20BN2 from OMol25. Energies are from the ωB97M-V functional and the def2-TZVPD basis.

The geometry in ORCA input format:
```
! RIJCOSX wB97M-V def2-TZVPD def2/J DEFGRID3
* xyz 1 1
B -0.20759 -2.71959 -1.77367
C -0.20470 -1.46909 -2.47740
C -0.92898 -0.23402 -2.51878
C -1.40790 0.37393 -1.36667
C -1.14038 -0.10995 -0.05749
C -0.21942 -1.02705 0.33029
C -0.20852 -4.19397 -1.45327
C -0.14121 -2.69801 1.94412
C 1.93812 -1.90864 0.80306
C 0.09035 3.40488 -0.38451
C -0.67930 4.78492 1.60380
N 0.51934 -1.78756 1.07420
N -0.93175 3.54607 0.67205
H 0.70043 -1.46145 -3.08880
H -1.12975 0.36507 -3.42408
H -2.20903 1.21732 -1.25546
H -1.42190 0.56305 0.74910
H -0.77846 -4.70502 -2.12022
H -0.78055 -4.28579 -0.53924
H 0.72799 -4.82093 -1.17121
H -0.15042 -3.79343 1.60328
H 0.48605 -2.67342 2.91984
H -1.12115 -2.31364 2.19641
H 2.07439 -2.39105 -0.29657
H 2.43506 -0.98747 1.03051
H 2.37560 -2.64671 1.41349
H 1.10287 3.03142 -0.14809
H -0.22631 2.58131 -1.11038
H 0.29163 4.30351 -1.08597
H -0.51207 5.69101 0.95474
H -1.56522 4.93571 2.20905
H 0.31318 4.67930 2.09511
H -0.91018 2.67925 1.25218
*
```

Computed properties:
**Energy**: -14338.3703 eV
**Strongest force on any atom**: 3.92 eV/Å
**Frontier orbital gap (alpha / beta)**: 7.179 / 7.180 eV
**Energy above the lowest of the compared OMol25 structures with the same formula, charge and spin**: 122.89 kcal/mol